# C7H18O2

A 3-piece molecular cluster, C7H18O2 overall (wB97M-V/def2-TZVPD, the OMol25 dataset).

Output
Spin multiplicity   1
Energy above the lowest of the compared OMol25 structures with the same formula, charge and spin   0.539 eV
Orbital gap   9.5 eV

Each line ends with the Mulliken charge.
Element x y z (Å)
C (-0.624530, -2.575628, -0.513081)  -1.306
C (0.264021, -1.682596, -0.058665)  0.842
C (0.750876, -1.807759, 1.360439)  -0.638
C (0.899861, -0.456327, 2.110191)  -1.073
C (0.891112, -0.689986, -0.998707)  -1.093
C (-0.093016, 0.416375, -1.389987)  0.400
C (0.596532, 1.498042, -2.201229)  -1.329
H (-0.953904, -2.575786, -1.546543)  0.302
H (-1.030227, -3.250608, 0.222487)  0.306
H (1.780144, -2.180940, 1.325906)  0.251
H (0.126836, -2.482882, 1.932485)  0.381
H (1.680020, 0.144036, 1.651332)  0.279
H (-0.040174, 0.090010, 2.088071)  0.186
H (1.187288, -0.645969, 3.142681)  0.448
H (1.261839, -1.178030, -1.904024)  0.399
H (1.726402, -0.194376, -0.507791)  0.405
H (-0.527742, 0.763559, -0.462706)  -0.182
H (-0.932601, -0.063578, -1.904817)  0.436
H (1.669196, 1.339898, -2.305206)  0.362
H (0.548729, 2.458447, -1.671049)  0.289
H (0.124578, 1.814929, -3.131929)  0.358
O (-0.156742, 2.708123, 1.023564)  -0.589
H (0.312786, 2.557423, 1.848766)  0.285
H (-1.087271, 2.739697, 1.278312)  0.297
O (-2.801736, 0.928726, 0.609197)  -0.626
H (-2.360332, 1.701165, 0.218780)  0.292
H (-3.211955, 0.624038, -0.216480)  0.319

Force components x, y, z for each atom (eV/Å):
C 0.393 0.866 0.487
C -0.229 -1.193 -0.482
C 0.786 1.388 0.080
C -0.387 -0.616 -0.230
C -0.123 0.282 0.220
C -0.141 -0.822 -0.185
C -0.239 1.680 0.517
H -0.063 -0.181 0.111
H -0.351 -0.385 -0.267
H -0.124 -0.470 -0.021
H -0.068 -0.218 0.009
H 0.023 0.170 -0.051
H -0.058 0.136 0.073
H -0.014 0.053 0.081
H 0.060 -0.055 0.108
H 0.290 -0.078 -0.040
H 0.085 0.456 0.115
H 0.127 0.129 -0.268
H -0.074 -0.309 -0.423
H 0.064 -0.188 0.372
H 0.129 -0.775 -0.344
O -0.234 0.174 -0.037
H 0.031 -0.054 0.041
H 0.244 0.064 0.187
O -0.078 0.620 -1.047
H 0.125 -0.157 0.491
H -0.175 -0.519 0.501


# C7H18O3

A 2-piece molecular cluster, C7H18O3 overall (wB97M-V/def2-TZVPD, the OMol25 dataset).

Output
Spin multiplicity   1
Energy above the lowest of the compared OMol25 structures with the same formula, charge and spin   0.804 eV
Orbital gap   10.4 eV

Each line ends with the Mulliken charge.
Element x y z (Å)
C (-0.447690, 1.983000, -0.422094)  -0.971
O (0.047917, 0.673954, -0.277680)  -0.099
C (1.299198, 0.327660, -0.920424)  1.321
C (1.330233, 0.763216, -2.386952)  -1.700
C (2.462451, 0.944781, -0.127026)  -1.529
O (1.368711, -1.056422, -0.892520)  -0.653
H (-1.320019, 2.045602, 0.228653)  0.243
H (0.283748, 2.732490, -0.103708)  0.328
H (-0.752212, 2.198461, -1.451485)  0.313
H (1.410003, 1.844269, -2.487700)  0.352
H (2.193519, 0.295785, -2.855828)  0.430
H (0.431284, 0.408221, -2.889473)  0.389
H (3.397409, 0.563214, -0.528880)  0.401
H (2.465719, 2.030007, -0.201591)  0.349
H (2.382622, 0.652203, 0.918006)  0.311
H (0.894941, -1.407421, -0.095336)  0.519
C (-2.779793, -1.045119, 1.004017)  -1.233
C (-1.632202, -1.545089, 0.158169)  0.127
O (-0.407119, -1.982933, 1.029016)  -0.539
C (-0.117889, -1.221297, 2.173114)  -0.525
H (-2.510706, -0.109617, 1.492823)  0.299
H (-3.648335, -0.872167, 0.370858)  0.381
H (-3.038160, -1.771869, 1.772140)  0.343
H (-1.429375, -0.862415, -0.668746)  0.069
H (-1.815779, -2.525485, -0.282597)  0.354
H (-0.096977, -0.145580, 1.944979)  0.157
H (0.872655, -1.525543, 2.522049)  0.264
H (-0.844153, -1.391907, 2.978217)  0.300

Force components x, y, z for each atom (eV/Å):
C 0.205 0.004 -0.030
O 0.454 -0.027 -0.283
C 0.051 0.658 0.111
C -0.079 -0.185 0.345
C -0.347 -0.193 -0.202
O -0.268 -0.367 0.343
H 0.003 0.084 -0.050
H -0.039 0.061 0.001
H -0.005 0.005 0.039
H 0.005 0.025 -0.018
H 0.037 0.033 -0.034
H -0.021 0.002 -0.025
H 0.086 0.002 -0.027
H 0.013 0.102 0.037
H -0.004 -0.018 0.069
H 0.167 0.210 -0.486
C 0.399 -0.210 0.080
C 0.917 -1.629 1.128
O -1.480 0.864 -1.841
C -0.220 0.643 0.234
H -0.090 0.090 -0.007
H -0.044 0.024 -0.029
H -0.106 -0.007 0.034
H 0.714 -0.008 0.581
H -0.402 0.115 0.013
H 0.079 -0.207 0.114
H -0.114 -0.024 -0.031
H 0.089 -0.045 -0.064


# C7H18O6

A 4-piece molecular cluster, C7H18O6 overall (wB97M-V/def2-TZVPD, the OMol25 dataset).

Output
Spin multiplicity   1
Energy above the lowest of the compared OMol25 structures with the same formula, charge and spin   1.486 eV
Orbital gap   10.0 eV

Each line ends with the Mulliken charge.
Element x y z (Å)
C (2.606813, -0.139825, 2.514846)  -1.554
C (1.268465, -0.152008, 1.801507)  0.525
C (0.118725, 0.694845, 2.355720)  -0.315
O (-0.239133, 1.574899, 1.319831)  -0.321
C (0.691738, 1.525711, 0.320958)  0.666
O (0.727812, 2.327838, -0.546806)  -0.639
O (1.428551, 0.425596, 0.486016)  -0.346
H (3.328424, -0.592711, 1.829088)  0.362
H (2.577955, -0.908049, 3.293496)  0.419
H (2.977284, 0.815783, 2.870306)  0.360
H (0.982039, -1.180861, 1.584703)  0.293
H (0.329561, 1.278019, 3.252293)  0.333
H (-0.656041, -0.039124, 2.591309)  0.165
C (-1.631397, 0.976499, -2.468368)  -0.512
O (-0.678816, 1.853014, -3.074183)  -0.562
H (-1.212091, 0.127596, -1.921945)  0.047
H (-2.147432, 1.586932, -1.713486)  0.280
H (-2.338180, 0.724512, -3.252091)  0.399
H (-0.087059, 2.173647, -2.382242)  0.402
C (1.926340, -1.204019, -2.557775)  -0.314
O (2.141918, -2.313903, -3.431341)  -0.549
H (1.989254, -0.264987, -3.097877)  0.263
H (0.879867, -1.303714, -2.235351)  0.104
H (2.539461, -1.224581, -1.654758)  0.207
H (1.947799, -3.115673, -2.942625)  0.294
C (-3.159092, -0.761791, 0.813191)  -0.272
O (-3.469022, 0.193896, 1.829701)  -0.530
H (-4.007139, -1.447289, 0.894725)  0.338
H (-3.178671, -0.274728, -0.158826)  0.021
H (-2.159952, -1.178491, 0.968670)  0.139
H (-3.497972, -0.177022, 2.711299)  0.297

Force components x, y, z for each atom (eV/Å):
C -0.008 -1.323 -0.316
C 0.632 0.686 -0.606
C -0.176 -1.102 0.670
O 0.070 0.393 -0.240
C -1.254 -0.649 1.285
O 0.425 0.121 -0.704
O 0.940 0.363 -0.677
H 0.096 0.406 -0.141
H -0.127 0.481 0.440
H -0.225 0.101 0.036
H -0.142 -0.014 0.333
H 0.296 -0.110 -0.027
H -0.552 0.637 -0.067
C 0.039 1.755 0.466
O 0.190 -0.676 -0.088
H 0.181 -0.264 -0.477
H -0.359 -0.344 -0.007
H 0.021 -0.458 0.095
H -0.045 -0.009 0.004
C -1.399 -0.832 0.232
O 0.621 0.384 -0.168
H 0.371 -0.102 -0.119
H 0.075 0.468 0.256
H 0.312 0.135 -0.219
H 0.000 -0.033 0.026
C -0.849 0.217 1.118
O 0.441 1.228 -0.412
H 0.655 -0.781 -0.655
H -0.065 0.214 0.143
H -0.209 -0.416 -0.078
H 0.045 -0.475 -0.099


# C7H19AgBF4N3O4

C7H19AgBF4N3O4 as an isolated structure (wB97M-V/def2-TZVPD, the OMol25 dataset).

Output
Net charge   -1
Spin multiplicity   2
Orbital gap (alpha / beta)   6.5 / 6.0 eV

Each line ends with the Mulliken charge.
Element x y z (Å)
Ag (0.351326, 0.685161, 0.150834)  1.102
B (0.453646, 3.686451, -0.125676)  0.530
F (1.333996, 4.218671, 0.813574)  -0.411
F (-0.098374, 4.660611, -0.988616)  -0.385
F (1.068596, 2.722721, -0.878626)  -0.392
F (-0.581124, 2.996381, 0.567584)  -0.437
O (-0.736624, -3.286059, 3.307684)  -0.381
C (-1.493404, -2.095909, 3.553724)  -0.538
C (-1.389384, -0.712249, 2.777964)  0.127
O (-0.183004, 0.065341, 2.583104)  -0.796
H (-1.259874, -1.853249, 4.590384)  0.302
H (-2.494424, -2.512929, 3.663914)  0.360
H (-2.083924, -0.032119, 3.271064)  0.261
H (-1.746404, -0.906159, 1.766514)  -0.273
C (-0.160044, -2.428089, -3.078946)  -1.555
C (-0.098754, -1.148729, -2.234636)  0.654
C (-1.397534, -0.849989, -1.507956)  -0.914
O (-1.594654, 0.553431, -1.550676)  -0.351
C (-2.807034, 1.002801, -0.943996)  -0.791
N (1.055136, -1.177489, -1.277096)  -0.447
H (-0.367004, -3.299499, -2.457736)  0.367
H (0.681756, -2.586299, -3.753076)  0.391
H (-0.985164, -2.326609, -3.783906)  0.420
H (-0.028084, -0.270739, -2.876696)  0.162
H (-1.550194, -1.208569, -0.490006)  0.183
H (-2.226014, -1.307169, -2.048996)  0.509
H (-3.011094, 2.068581, -1.046866)  0.256
H (-2.828484, 0.696951, 0.101984)  0.247
H (-3.603474, 0.561531, -1.543216)  0.390
H (1.082136, -2.005439, -0.699276)  0.206
H (1.990246, -1.193929, -1.658426)  0.191
C (3.094546, 0.469671, 0.950124)  0.537
O (2.991806, -0.585019, 1.535934)  -0.692
N (3.279396, 0.616521, -0.298576)  -0.336
N (2.888246, 1.564431, 1.548304)  -0.292
H (3.138166, 1.516101, -0.735516)  0.153
H (3.620256, -0.191199, -0.800076)  0.247
H (2.661536, 1.449961, 2.525854)  0.220
H (3.033276, 2.442111, 1.070044)  0.173

Force components x, y, z for each atom (eV/Å):
Ag -0.203 -0.557 1.598
B -1.624 0.990 0.733
F 0.295 0.274 -0.149
F 0.312 -0.164 0.469
F 1.558 -0.969 -1.389
F -0.233 0.335 -0.004
O -0.451 2.011 -0.255
C 1.390 -0.782 0.215
C 2.197 0.886 -1.442
O -1.241 -1.782 0.081
H 0.417 -0.005 0.535
H -0.761 0.546 -0.352
H -0.705 -0.297 0.380
H -0.763 -0.351 -0.277
C -0.867 0.486 -0.425
C 1.237 -0.869 0.414
C -1.295 0.166 -0.213
O 0.372 1.028 0.127
C -0.173 -0.748 -0.605
N -0.701 0.371 0.027
H 0.236 -0.093 -0.027
H 0.437 0.022 0.537
H -0.358 -0.100 0.042
H 0.556 -0.048 -0.101
H 0.712 -0.213 0.346
H -0.191 -0.241 -0.422
H 1.020 0.083 0.098
H -0.228 0.060 0.066
H -0.501 -0.473 0.344
H -0.670 -0.175 0.356
H -0.253 0.487 -0.736
C -0.766 -3.156 2.528
O 0.718 -2.429 0.341
N 1.826 -0.235 -6.426
N -0.553 5.010 3.373
H 0.099 -0.405 -0.272
H -0.172 0.530 -0.112
H -0.265 0.661 -0.167
H -0.411 0.145 0.764


Computed total energy (a.u.) in order:
-427.94671, -503.17899, -728.89246, -1314.77258
Computed max |F| (eV Å⁻¹) in order:
1.774, 2.515, 1.909, 6.684